Computed, not measured: a structure of composition C3H4Cl4NOP at a distorted geometry, with ωB97M-V with the def2-TZVPD basis set.

XYZ file:
```
14
Properties=species:S:1:pos:R:3
C 1.64492 -1.31685 -0.82750
C -0.75111 -0.59856 -1.14381
C 0.69534 -0.31879 -1.50578
N 2.76754 -0.95437 -0.41438
O 3.68627 -1.80260 0.00632
P 5.31763 -0.21247 0.40336
Cl 1.08870 -2.99281 -0.74811
Cl 1.05701 1.34184 -1.33972
Cl 4.34949 0.63951 1.86239
Cl 4.68729 0.88698 -1.13433
H -0.88829 -0.73574 -0.13834
H -1.44204 0.21848 -1.39236
H -1.11364 -1.67480 -1.36986
H 0.87964 -0.50132 -2.61456
```

orbital gap (alpha / beta)	8.1 / 8.1	eV

---

Computed, not measured: the ion C3H4ClF3N3 with charge +1 at a distorted geometry, with ωB97M-V with the def2-TZVPD basis set.

XYZ file:
```
14
Properties=species:S:1:pos:R:3
N 1.18897 -0.59617 0.29767
C 0.49670 0.21878 -0.66597
F 1.49278 0.32686 -1.79838
N -0.87934 -0.14865 -1.00811
C -1.82232 0.45748 -0.29492
Cl -3.48874 0.13120 -0.16544
N -1.31765 1.46796 0.40460
C 0.15139 1.66954 0.05222
F 0.78208 1.89461 1.19749
F 0.24028 2.67040 -0.77013
H 2.11506 -0.32164 0.59324
H 1.14095 -1.54755 -0.05365
H -1.14455 -1.03661 -1.46324
H -1.60949 2.32057 0.83916
```

orbital gap	10.2	eV
net charge	+1

---

Computed, not measured: a structure of composition C13H9Cl2HgN4O2S2 at a distorted geometry, with ωB97M-V with the def2-TZVPD basis set.

XYZ file:
```
33
Properties=species:S:1:pos:R:3
Hg -0.47491 0.02408 -0.13995
Cl 6.46940 0.62784 -2.34910
C 4.95805 0.41436 -1.50755
C 4.97729 0.10668 -0.15146
C 3.75769 -0.05780 0.49152
Cl 3.75268 -0.44170 2.18339
C 2.51795 0.06821 -0.14593
O 1.42054 -0.11151 0.57538
C 2.52008 0.38960 -1.55961
C 1.37647 0.55687 -2.37223
O 0.09810 0.46789 -2.06273
C 3.78340 0.55323 -2.19614
H 5.90867 -0.00069 0.38348
H 1.56854 0.79759 -3.42100
H 3.80288 0.79346 -3.25167
N -1.34724 3.40976 0.90352
C -2.22395 2.43777 1.22399
N -2.06375 1.18265 0.91756
C -3.13709 0.40142 1.32708
C -4.11794 1.08978 1.95786
S -3.71371 2.76936 2.05386
C -3.11612 -1.02032 1.00646
C -4.07207 -1.94052 1.27701
S -3.62126 -3.48629 0.64369
C -2.14880 -2.78802 0.04193
N -2.02546 -1.51910 0.30528
N -1.24908 -3.50242 -0.66259
H -0.43763 3.13718 0.56522
H -1.44996 4.32238 1.30698
H -5.04011 0.73109 2.38201
H -4.99959 -1.82521 1.81120
H -1.32289 -4.50242 -0.69026
H -0.35018 -3.08518 -0.84723
```

orbital gap (alpha / beta)	4.3 / 6.5	eV
2S+1	2

---

Computed, not measured: a structure of composition C3H6O at a distorted geometry, with ωB97M-V with the def2-TZVPD basis set.

XYZ file:
```
10
Properties=species:S:1:pos:R:3
C -1.51044 -0.12003 -0.14301
C -0.08404 -0.07739 0.48276
C 1.02921 -0.55171 -0.11485
H -1.75928 -0.93313 -0.43518
H -1.82502 0.83151 -0.84835
H -2.30818 0.19104 0.49947
H -0.07794 0.11402 1.53441
H 1.71295 -1.02170 0.59636
H 0.94086 -0.96950 -1.42266
O 0.83854 0.78531 -0.15918
```

orbital gap	11.3	eV

---

Computed, not measured: a cluster of 2 separate species, C2H2N2OS in total at a distorted geometry, with ωB97M-V with the def2-TZVPD basis set.

XYZ file:
```
8
Properties=species:S:1:pos:R:3
C -1.33947 0.48176 -0.45556
C 0.72478 -1.38925 0.95962
N -0.28604 0.95242 -0.43533
N 0.70253 1.63888 -0.60731
O 1.81782 -1.07206 1.13963
S -0.68000 -2.04228 0.95388
H -1.99857 -0.18718 0.04464
H 1.05894 1.61770 -1.59956
```

orbital gap	8.8	eV

---

Computed, not measured: a cluster of 5 separate species, C2H13NO4 in total at a distorted geometry, with ωB97M-V with the def2-TZVPD basis set.

XYZ file:
```
20
Properties=species:S:1:pos:R:3
C -1.48645 -1.97468 1.22851
N -0.80643 -1.95061 0.17281
C -1.24171 -1.25193 -1.00485
H -1.15391 -2.68748 1.97859
H -2.48113 -1.54432 1.37327
H -2.08663 -1.69991 -1.54142
H -0.50816 -1.35484 -1.80029
H -1.39821 -0.18088 -0.90347
O 2.13535 0.43692 2.18131
H 1.80098 -0.43622 1.98215
H 2.95365 0.68457 1.75690
O 1.94733 -0.95902 -1.14421
H 1.02839 -1.14669 -0.91662
H 2.35840 -1.72818 -0.73713
O 0.42594 1.90599 -1.95532
H 1.11506 1.83024 -1.29315
H 0.67773 1.66154 -2.84376
O -1.57344 2.86437 0.88897
H -1.95716 2.74012 0.00397
H -2.33310 2.45172 1.31912
```

orbital gap	10.7	eV

---

> What is the formula in the sixth record?

C2H13NO4